A cluster of 2 separate species, C10H15NO in total. Source: OMol25; level of theory: the ωB97M-V functional and the def2-TZVPD basis.

* highest occupied orbital energy (alpha / beta): 0.96 / -3.77 eV
* <S²>: 0.7572
* relative energy (zero: lowest compared OMol25 entry of this formula, charge and spin): 0.587 eV

ORCA input file:
```
! RIJCOSX wB97M-V def2-TZVPD def2/J DEFGRID3
* xyz -1 2
C -0.4792 -1.0079 3.6298
C -1.9660 -0.4993 0.1939
C -2.8889 0.5524 0.4134
C -1.1038 -0.8799 1.1989
C -1.0836 -0.2592 2.4734
C -3.0217 1.0107 1.7356
C -2.1834 0.6106 2.7590
H -1.9941 -1.0590 -0.7426
H -3.4183 1.1385 -0.3349
H -0.1802 -1.3641 0.8815
H -3.7311 1.8124 1.9569
H -0.1625 -0.3621 4.4416
H 0.4728 -1.4875 3.3343
H -2.3783 1.0681 3.7248
H -1.0597 -1.8740 3.9946
C 2.6913 0.0635 -2.4289
C 3.1808 1.2594 -1.6400
C 1.1881 0.1311 -2.7372
O 0.4934 1.0179 -2.3105
N 0.7367 -0.9265 -3.4525
H 3.2496 -0.0714 -3.3508
H 2.8572 -0.9217 -1.9643
H 2.8583 2.1647 -2.1740
H 4.2411 1.4281 -1.6021
H -0.2412 -1.1721 -3.4547
H 1.3111 -1.6632 -3.8271
H 2.6116 1.2906 -0.7180
*
```

A structure of composition C31H32N2O2. Source: OMol25; level of theory: the ωB97M-V functional and the def2-TZVPD basis.

* highest occupied orbital energy: -5.74 eV
* relative energy (zero: lowest compared OMol25 entry of this formula, charge and spin): 1.084 eV

ORCA input file:
```
! RIJCOSX wB97M-V def2-TZVPD def2/J DEFGRID3
* xyz 0 1
C -5.6358 1.0402 -0.4524
C -4.4277 1.0718 0.4413
O -3.3243 1.5632 -0.3710
C -2.3313 2.2025 0.2919
C -1.0533 2.1673 -0.4803
C -0.2844 3.4164 -0.3081
C 0.3570 3.6878 0.9106
C 1.2753 4.7399 0.9924
C 1.5410 5.5360 -0.1294
C 0.8112 5.3419 -1.3088
C -0.1203 4.3087 -1.3886
O -2.4746 2.6873 1.4104
H -6.4075 0.4163 -0.0016
H -6.0387 2.0509 -0.5568
H -5.3919 0.6506 -1.4439
H -4.5602 1.7313 1.3026
H -4.1500 0.0642 0.7765
H -1.2969 1.9624 -1.5245
H 0.1200 3.0720 1.7804
H 1.7807 4.9344 1.9409
H 2.3019 6.3174 -0.0803
H 0.9645 5.9940 -2.1703
H -0.7262 4.1550 -2.2862
C 1.6754 1.6063 -2.4171
C 2.1172 0.6022 -1.4395
N 3.3904 0.1412 -1.4554
C 4.4559 0.6758 -2.2913
C 3.5481 -0.8940 -0.5336
C 2.3098 -1.0764 0.1213
C 2.1911 -2.0993 1.0505
C 3.2459 -3.0091 1.1969
C 4.4458 -2.8531 0.4782
C 4.6242 -1.7579 -0.3803
C 1.3673 -0.1053 -0.4430
C 0.0354 0.0597 -0.0515
C -0.7297 -1.0328 0.3927
C -1.5411 -1.1819 1.5661
C -1.7910 -0.2361 2.6617
N -1.9372 -2.4778 1.6728
C -2.6391 -3.0400 2.8163
C -1.4478 -3.2305 0.6043
C -0.7051 -2.3582 -0.2239
C 0.0196 -2.8876 -1.2828
C 0.0822 -4.2786 -1.4283
C -0.6022 -5.1357 -0.5472
C -1.4015 -4.6137 0.4797
H 0.5849 1.6173 -2.4344
H 2.0297 2.6105 -2.1410
H 2.0379 1.3808 -3.4324
H 5.3072 -0.0047 -2.2393
H 4.1185 0.7616 -3.3299
H 4.7748 1.6707 -1.9480
H 1.2809 -2.1841 1.6348
H 3.1316 -3.8541 1.8782
H 5.2432 -3.5889 0.5954
H 5.5477 -1.5820 -0.9307
H -0.4050 1.1528 -0.0216
H -1.7468 0.7883 2.2880
H -2.7854 -0.3968 3.1006
H -1.0348 -0.3361 3.4601
H -2.8355 -4.0954 2.6133
H -2.0388 -2.9602 3.7345
H -3.5929 -2.5221 2.9797
H 0.5246 -2.2155 -1.9706
H 0.6793 -4.7074 -2.2346
H -0.5098 -6.2168 -0.6672
H -1.9534 -5.2465 1.1736
*
```

The molecule C3H6N2O. Source: OMol25; level of theory: the ωB97M-V functional and the def2-TZVPD basis.

* highest occupied orbital energy: -9.65 eV
* relative energy (zero: lowest compared OMol25 entry of this formula, charge and spin): 1.239 eV
* structure (SMILES): C/N=C/NC=O

ORCA input file:
```
! RIJCOSX wB97M-V def2-TZVPD def2/J DEFGRID3
* xyz 0 1
C 1.8306 -0.4940 1.1661
N 1.2240 -0.2598 -0.1363
C -0.0382 -0.2953 -0.1678
N -0.7403 0.3710 -1.1702
C -2.1010 0.5943 -1.0983
O -2.7056 1.3909 -1.7757
H 1.1625 -0.1720 1.9812
H 2.0715 -1.5394 1.3716
H 2.7527 0.1040 1.2052
H -0.6799 -0.7329 0.6105
H -0.1830 1.0714 -1.6502
H -2.5933 -0.0381 -0.3360
*
```

A cluster of 2 separate species, C14H16O2 in total. Source: OMol25; level of theory: the ωB97M-V functional and the def2-TZVPD basis.

* highest occupied orbital energy: -7.81 eV
* relative energy (zero: lowest compared OMol25 entry of this formula, charge and spin): 2.741 eV
* structure (SMILES): Cc1ccc(O)cc1.Cc1ccc(O)cc1

ORCA input file:
```
! RIJCOSX wB97M-V def2-TZVPD def2/J DEFGRID3
* xyz 0 1
C -3.6009 1.2289 4.3851
C -3.0605 0.8327 2.9903
C -1.9241 0.0956 2.8015
C -1.3526 -0.0722 1.5299
C -1.8780 0.8157 0.5505
O -1.1723 0.8374 -0.7009
C -2.9041 1.7497 0.7601
C -3.6353 1.6429 1.9483
H -4.7277 1.2338 4.5304
H -3.2546 2.2561 4.6677
H -3.4482 0.5482 5.2456
H -1.4391 -0.3308 3.7197
H -0.4364 -0.5484 1.3948
H -0.9276 1.7229 -0.8545
H -3.2667 2.5036 0.0197
H -4.6007 2.1401 2.1265
C 4.7655 -0.0547 -3.1806
C 3.5810 -0.6506 -2.4235
C 3.4915 -1.9189 -1.8789
C 2.3043 -2.3100 -1.2666
C 1.2845 -1.2996 -1.1144
O 0.1862 -1.7068 -0.3994
C 1.3322 -0.0041 -1.7304
C 2.5298 0.3635 -2.3910
H 5.0244 0.9850 -3.1347
H 4.7528 -0.5933 -4.2678
H 5.6940 -0.4284 -2.8129
H 4.2846 -2.5915 -1.7654
H 2.2699 -3.1460 -0.6334
H -0.6654 -1.1857 -0.5758
H 0.4669 0.6763 -1.7368
H 2.5641 1.2006 -3.0035
*
```

A cluster of 2 separate species, C40H47Br2N2O2P in total. Source: OMol25; level of theory: the ωB97M-V functional and the def2-TZVPD basis.

* highest occupied orbital energy: -6.98 eV
* structure (SMILES): CC(C)c1cccc(C(C)C)c1N1C=CN(c2c(C(C)C)cccc2C(C)C)P1.COc1ccc(C=C2C=C(Br)C(=O)C(Br)=C2)cc1

ORCA input file:
```
! RIJCOSX wB97M-V def2-TZVPD def2/J DEFGRID3
* xyz 0 1
C 2.1576 3.6880 -0.5899
C 2.1619 2.1809 -0.3595
C 2.9517 1.8480 0.9000
C 2.7787 1.4606 -1.5579
C 4.1239 1.6656 -1.8712
C 4.6714 1.1108 -3.0229
C 3.8818 0.3061 -3.8454
C 2.5380 0.0644 -3.5300
C 1.6647 -0.7285 -4.5065
C 2.3548 -2.0063 -4.9893
C 1.2962 0.1437 -5.6981
C 1.9932 0.6506 -2.3802
N 0.5654 0.5395 -2.1021
C -0.3195 1.1586 -2.9702
C -1.5648 0.6347 -2.9143
N -1.6750 -0.3990 -1.9978
C -2.7735 -1.3469 -2.1631
C -3.8370 -1.3055 -1.2572
C -3.8261 -0.3011 -0.1028
C -3.9830 -0.9977 1.2476
C -4.9465 0.7151 -0.2835
C -4.9530 -2.1186 -1.4682
C -5.0341 -2.9201 -2.6051
C -3.9703 -2.9535 -3.5088
C -2.8291 -2.1702 -3.2961
C -1.7293 -2.1381 -4.3642
C -2.1734 -1.2984 -5.5538
C -1.3428 -3.5413 -4.8393
P -0.1440 -0.8203 -1.2618
H 1.6815 3.9419 -1.5435
H 1.6183 4.1960 0.2173
H 3.1898 4.0599 -0.6079
H 1.1301 1.8231 -0.2601
H 2.8211 0.7922 1.1675
H 4.0218 2.0352 0.7334
H 2.6353 2.4650 1.7472
H 4.7338 2.2801 -1.2082
H 5.7134 1.3023 -3.2773
H 4.3111 -0.1280 -4.7487
H 0.7436 -1.0271 -3.9855
H 2.7731 -2.5710 -4.1473
H 1.6297 -2.6469 -5.5057
H 3.1587 -1.7556 -5.6911
H 0.7473 1.0423 -5.3935
H 2.2166 0.4665 -6.2046
H 0.6774 -0.4113 -6.4129
H 0.0388 1.9584 -3.6024
H -2.4316 0.9161 -3.4954
H -2.8585 0.2130 -0.1366
H -3.1986 -1.7497 1.4007
H -3.9241 -0.2610 2.0589
H -4.9622 -1.4944 1.3019
H -4.8843 1.1968 -1.2649
H -5.9183 0.2112 -0.2073
H -4.8937 1.4860 0.4915
H -5.7708 -2.0937 -0.7470
H -5.9237 -3.5206 -2.7886
H -4.0333 -3.5831 -4.3972
H -0.8322 -1.6813 -3.9222
H -2.4080 -0.2676 -5.2649
H -1.3933 -1.2691 -6.3238
H -3.0797 -1.7414 -5.9898
H -1.1795 -4.2163 -3.9904
H -2.1313 -3.9522 -5.4809
H -0.4141 -3.4921 -5.4211
H -0.3561 -0.1243 0.0346
C 4.6118 3.5083 7.1447
O 4.0078 3.6955 5.8432
C 2.8714 3.0029 5.5886
C 2.2371 2.1803 6.5505
C 1.2531 1.2942 6.1475
C 0.8811 1.1541 4.7750
C 0.0382 0.1229 4.2913
C -0.4207 -0.9483 5.0983
C -1.7707 -1.4187 4.9665
C -2.3511 -2.2184 5.9170
Br -4.1946 -2.6331 5.8980
C -1.5432 -2.8509 7.0069
O -2.0239 -3.6468 7.8302
C -0.1227 -2.4048 7.0511
Br 0.9134 -3.0519 8.4972
C 0.3957 -1.5824 6.0877
C 1.3720 2.1621 3.8918
C 2.3655 3.0370 4.2639
H 5.5878 3.9834 7.0477
H 4.0062 4.0125 7.9164
H 4.7320 2.4421 7.4027
H 2.5641 2.1874 7.5931
H 0.7919 0.6749 6.9143
H -0.3556 0.2313 3.2824
H -2.3871 -1.0212 4.1674
H 1.4567 -1.3545 6.1353
H 0.9596 2.2021 2.8844
H 2.8381 3.7196 3.5645
*
```

The ion C12H10PS2 with charge +1. Source: OMol25; level of theory: the ωB97M-V functional and the def2-TZVPD basis.

* highest occupied orbital energy (alpha / beta): -12.42 / -12.42 eV
* relative energy (zero: lowest compared OMol25 entry of this formula, charge and spin): 2.288 eV

ORCA input file:
```
! RIJCOSX wB97M-V def2-TZVPD def2/J DEFGRID3
* xyz 1 1
C 5.2098 0.6741 -0.2089
C -5.1279 0.6141 -0.1138
C 4.5802 0.8033 1.0261
C 4.6781 -0.1347 -1.2155
C -5.2521 -0.8075 0.0561
C -3.9022 1.1907 -0.2724
C 3.5246 -0.1528 1.3306
C 3.4357 -0.7502 -1.0103
C -4.1153 -1.5416 0.1304
C -2.7465 0.4541 -0.1321
C 2.8988 -0.8218 0.3257
C -2.8756 -0.8845 0.1152
P -1.5901 -2.1675 0.3180
S 1.6886 -1.9999 0.6707
S 0.0042 -0.8949 0.3958
H 6.0084 1.2971 -0.5672
H -5.9075 1.3817 -0.0303
H 4.9896 1.2474 1.8974
H 5.2074 0.0024 -2.0943
H -6.1950 -1.1623 -0.2376
H -3.6618 2.2003 -0.4186
H 3.0029 -0.2727 2.2280
H 2.8047 -1.3602 -1.6607
H -4.3569 -2.6413 0.3503
H -1.7768 0.8472 -0.3660
*
```

A cluster of 2 separate species, Cl2FH in total. Source: OMol25; level of theory: the ωB97M-V functional and the def2-TZVPD basis.

* highest occupied orbital energy: -11.17 eV
* relative energy (zero: lowest compared OMol25 entry of this formula, charge and spin): 0.020 eV
* structure (SMILES): ClCl.F

ORCA input file:
```
! RIJCOSX wB97M-V def2-TZVPD def2/J DEFGRID3
* xyz 0 1
Cl -0.4859 1.3091 -0.3483
Cl -0.6328 -0.6808 -0.4012
F 1.9784 -1.0999 1.2319
H 1.2121 -0.7813 1.6547
*
```

A cluster of 11 separate species, C13H37N11O23P in total. Source: OMol25; level of theory: the ωB97M-V functional and the def2-TZVPD basis.

* highest occupied orbital energy: -2.83 eV

ORCA input file:
```
! RIJCOSX wB97M-V def2-TZVPD def2/J DEFGRID3
* xyz -1 1
N 0.6710 0.7525 4.2275
C 0.7606 0.1884 5.3634
C 0.9099 -1.2976 5.6164
C 2.0684 -2.0137 4.9177
P 3.5926 -1.5185 5.4841
O 3.9606 -0.1101 5.8569
O 4.6415 -2.0696 4.3523
O 4.0025 -2.4101 6.8016
H 0.7285 0.0281 3.5046
H 0.7115 0.8402 6.2438
H -0.0390 -1.7514 5.2856
H 0.9461 -1.4635 6.7002
H 2.0706 -1.8290 3.8357
H 5.4886 -1.6471 4.5451
H 4.3544 -1.7825 7.4447
C -1.6277 -0.4783 0.0524
N -0.4922 -0.3714 1.0111
O 0.0836 0.6986 1.0882
O -0.2198 -1.3562 1.6572
H -1.7506 0.4788 -0.4377
H -1.3790 -1.2659 -0.6531
H -2.5099 -0.7514 0.6215
C 3.0259 1.9039 -0.2596
N 3.2817 1.6545 -1.7014
O 3.2553 2.5949 -2.4717
O 3.4948 0.5056 -2.0352
H 2.8498 2.9639 -0.1258
H 2.1542 1.3172 0.0142
H 3.8962 1.5664 0.2952
C -6.3416 -0.9478 -1.8279
N -5.1747 -0.9222 -0.9056
O -4.5560 0.1218 -0.8090
O -4.9242 -1.9355 -0.2920
H -6.4251 0.0289 -2.2876
H -6.1642 -1.7210 -2.5690
H -7.2182 -1.1922 -1.2382
C -8.5514 2.1059 -0.1482
N -8.8065 1.6450 -1.5413
O -8.7480 2.4603 -2.4332
O -9.0440 0.4604 -1.6946
H -8.3508 3.1697 -0.1760
H -9.4366 1.8737 0.4360
H -7.6976 1.5463 0.2240
C 6.4647 3.6048 -3.7865
N 7.1327 4.7018 -3.0322
O 6.6661 5.0259 -1.9621
O 8.1115 5.2026 -3.5500
H 5.6110 3.2618 -3.2136
H 6.1617 4.0147 -4.7450
H 7.2018 2.8206 -3.9295
C 2.6700 -1.3331 -4.8175
N 1.2067 -1.3867 -5.0827
O 0.4708 -0.7061 -4.4004
O 0.8381 -2.1098 -5.9898
H 2.8528 -0.6472 -3.9991
H 2.9937 -2.3405 -4.5736
H 3.1403 -0.9944 -5.7351
C -0.5738 3.7648 4.8437
N -1.6217 3.6354 5.8924
O -1.3455 3.0675 6.9247
O -2.7092 4.1273 5.6413
H 0.3330 3.2756 5.1779
H -0.9485 3.2785 3.9494
H -0.4348 4.8302 4.6813
C -11.2726 -2.2986 -1.6350
N -9.9399 -2.9615 -1.6913
O -9.1905 -2.6380 -2.5879
O -9.6950 -3.7756 -0.8271
H -11.3352 -1.5994 -2.4597
H -12.0231 -3.0804 -1.7022
H -11.3373 -1.7962 -0.6749
C 2.5706 0.2165 -9.3828
N 3.7215 0.3458 -8.4462
O 4.3038 1.4058 -8.3943
O 3.9920 -0.6386 -7.7869
H 2.4436 1.1622 -9.8952
H 2.8067 -0.5908 -10.0692
H 1.7013 -0.0445 -8.7858
C 7.2062 -4.4710 4.3316
N 7.5809 -3.7033 5.5507
O 8.0589 -4.3048 6.4911
O 7.3419 -2.5188 5.5158
H 7.4499 -5.5137 4.4958
H 6.1397 -4.3118 4.1855
H 7.7642 -4.0469 3.5023
*
```

A cluster of 3 separate species, C3H12NO3 in total. Source: OMol25; level of theory: the ωB97M-V functional and the def2-TZVPD basis.

* highest occupied orbital energy: -14.06 eV
* relative energy (zero: lowest compared OMol25 entry of this formula, charge and spin): 0.577 eV

ORCA input file:
```
! RIJCOSX wB97M-V def2-TZVPD def2/J DEFGRID3
* xyz 1 1
C -0.2726 -0.2224 0.2983
C 0.0975 -0.7710 1.6539
C 1.3984 -0.1050 2.1736
O 1.9129 0.6987 1.4346
N -1.7947 -0.2765 -0.0461
H 0.0914 -0.7673 -0.5546
H 0.0480 0.8022 0.1811
H 0.3698 -1.8500 1.6618
H -0.7371 -0.8078 2.3579
H 1.8495 -0.3550 3.1427
H -1.8549 0.0803 -1.0428
H -2.2473 0.4086 0.5560
H -2.1927 -1.2000 0.0951
H 2.5642 0.0884 -2.0998
H 2.1274 0.5992 -0.6827
O 1.8220 0.1713 -1.5043
H -1.6908 1.0575 -3.0452
H -0.3090 1.4224 -2.3633
O -1.1820 1.0263 -2.2163
*
```

A cluster of 2 separate species, C5H14 in total. Source: OMol25; level of theory: the ωB97M-V functional and the def2-TZVPD basis.

* highest occupied orbital energy: -11.17 eV
* relative energy (zero: lowest compared OMol25 entry of this formula, charge and spin): 0.660 eV
* structure (SMILES): CCC.CC

ORCA input file:
```
! RIJCOSX wB97M-V def2-TZVPD def2/J DEFGRID3
* xyz 0 1
C 2.4193 -1.4137 0.8547
C 1.8929 -0.1804 1.6411
C 0.3698 -0.3837 1.8821
H 3.2716 -1.9374 1.2812
H 1.6224 -2.1765 0.8371
H 2.5926 -1.1617 -0.2013
H 2.1399 0.7325 1.1053
H 2.3809 -0.2874 2.6121
H 0.1906 -1.3120 2.4406
H 0.0399 -0.7322 0.8773
H -0.2635 0.4521 2.1496
C -2.3672 1.5671 -2.4496
C -1.7739 0.5678 -1.4587
H -2.3024 2.5732 -2.0604
H -1.8907 1.3461 -3.4029
H -3.4329 1.3989 -2.5657
H -0.6872 0.4640 -1.4590
H -1.9733 0.8830 -0.4207
H -2.2287 -0.3996 -1.6631
*
```

The molecule C6H9N. Source: OMol25; level of theory: the ωB97M-V functional and the def2-TZVPD basis.

* highest occupied orbital energy: -8.73 eV
* relative energy (zero: lowest compared OMol25 entry of this formula, charge and spin): 3.530 eV
* structure (SMILES): C=C=N/C=C/CC

ORCA input file:
```
! RIJCOSX wB97M-V def2-TZVPD def2/J DEFGRID3
* xyz 0 1
C -3.5029 1.1120 0.0500
C -2.6746 0.1182 0.0492
N -2.0522 -0.9075 0.1989
C -0.6872 -1.1242 0.1745
C 0.2425 -0.3450 -0.3029
C 1.7084 -0.6305 -0.3380
C 2.6448 0.4256 0.3067
H -4.0498 1.2932 -0.7572
H -3.4642 1.7903 0.8119
H -0.2843 -2.1262 0.5113
H -0.1247 0.6198 -0.9018
H 1.7662 -1.5069 0.2412
H 1.9487 -0.7014 -1.3274
H 2.0331 0.8964 0.9758
H 2.8745 1.0762 -0.4283
H 3.6218 0.0100 0.7361
*
```

For reference, max |F| by record: 1.85 5.44 0.72 5.72 2.24 3.92 0.42 0.51 1.81 2.57 4.73 eV/Å.